{
  "formula": "C14H19N3O4",
  "method": "ωB97M-V/def2-TZVPD",
  "relative_energy_kcal_mol": 28.3,
  "total_charge": 0,
  "e_lumo_ev": 0.5,
  "e_tot_ha": -1010.14627,
  "largest_force_ev_per_a": 4.6,
  "smiles": "NC(=O)CC[C@H](N)C(=O)N[C@@H](Cc1ccccc1)C(=O)O",
  "elements": ["O", "O", "O", "O", "N", "N", "N", "C", "C", "C", "C", "C", "C", "C", "C", "C", "C", "C", "C", "C", "C", "H", "H", "H", "H", "H", "H", "H", "H", "H", "H", "H", "H", "H", "H", "H", "H", "H", "H", "H"],
  "positions_angstrom": [[-0.055692, 1.357064, 1.670443], [-1.294108, -1.445286, -1.795270], [-0.595991, 5.876926, -1.422550], [-0.589283, 0.687276, -1.684927], [3.231180, 1.922747, 0.339971], [1.192485, 0.129856, 0.179158], [-0.969478, 3.811612, -2.369138], [-2.591045, -4.502496, 0.580140], [-0.298095, -1.549342, 1.193560], [1.319560, 3.381256, -0.232755], [0.321136, -0.909548, -0.127095], [0.175235, -3.972988, 0.940108], [1.880780, 2.400367, 0.796180], [-0.627668, -0.442881, -1.226267], [-0.290581, -5.229115, 0.664286], [-0.568084, 4.679547, -1.335552], [-0.734424, -2.907661, 1.050174], [0.925339, 1.277074, 0.944292], [-0.138345, 3.830939, -0.101888], [-1.643047, -5.495389, 0.504051], [-2.128670, -3.236538, 0.880777], [0.984306, -1.669198, -0.609794], [-0.067611, 4.482513, 0.756230], [1.242057, -3.818190, 1.233572], [2.019504, 0.331615, -0.416444], [1.940218, 4.268871, -0.328441], [3.779730, 1.343965, 0.951101], [-1.870721, -1.073160, -2.444242], [3.806500, 2.750447, 0.079684], [0.534603, -1.504510, 1.989193], [0.433639, -6.028622, 0.505784], [-0.823245, 3.025472, 0.109330], [1.487775, 2.905060, -1.223449], [-1.970259, -6.501401, 0.163741], [-1.066062, -0.926459, 1.610570], [1.980633, 2.871900, 1.843909], [-2.858711, -2.477536, 1.126609], [-1.209583, 2.858779, -2.077289], [-1.216546, 4.162556, -3.280821], [-3.647432, -4.665521, 0.563060]],
  "atomic_forces_ev_per_a": [[0.41, 0.13, -0.30], [0.24, -0.48, 1.15], [0.47, 0.42, 0.13], [-0.72, -1.03, 0.57], [-0.39, 1.65, -1.20], [2.69, 3.62, 0.82], [0.38, 0.22, 1.41], [0.92, 0.73, 0.95], [2.18, 1.83, 0.92], [0.37, -0.63, -1.93], [-0.31, -1.47, 0.51], [0.37, 1.28, 1.00], [1.97, 0.75, 1.76], [0.88, 0.85, -0.73], [0.14, -1.13, -0.43], [-0.86, -2.38, -0.60], [-2.10, -3.06, -1.12], [-1.48, -2.54, -0.14], [0.98, 1.30, 0.07], [-0.25, -1.61, -1.35], [1.34, 1.00, 0.67], [-0.84, 0.12, 0.30], [-0.79, 0.36, 0.35], [-0.86, -0.05, -0.67], [-0.89, -0.56, 0.35], [0.19, 0.21, 0.49], [-0.29, 0.00, 0.64], [-0.73, 0.46, -1.04], [-0.61, -1.00, 0.26], [-0.95, 0.04, -1.33], [-0.25, 0.05, 0.25], [-0.18, -0.24, -0.11], [-0.30, -0.09, 0.45], [0.40, 0.63, 0.56], [-0.42, 0.48, -0.11], [-0.48, -0.50, -1.49], [0.00, 0.34, -0.33], [0.35, 0.59, -0.68], [-0.16, 0.02, 0.24], [-0.39, -0.31, -0.28]]
}

***

{
  "formula": "C7H15NO2",
  "method": "ωB97M-V/def2-TZVPD",
  "relative_energy_kcal_mol": 156.0,
  "total_charge": 0,
  "e_lumo_ev": [0.3, 0.4],
  "e_tot_ha": -480.73687,
  "largest_force_ev_per_a": 1.9,
  "elements": ["O", "O", "N", "C", "C", "C", "C", "C", "C", "C", "H", "H", "H", "H", "H", "H", "H", "H", "H", "H", "H", "H", "H", "H", "H"],
  "positions_angstrom": [[2.558502, -0.952450, -0.662841], [2.756073, 1.651515, -0.224603], [-1.570238, -1.221686, 0.565623], [2.080584, 1.057606, 0.590167], [-0.317325, 0.450059, -1.618232], [-3.413260, -0.552011, -1.072179], [0.588107, -1.067749, 0.772331], [1.364601, 1.755091, 1.713317], [1.979679, -0.469514, 0.528531], [-2.118976, -0.753095, -0.408325], [-0.760603, -0.043927, -2.479223], [1.565710, 1.264437, 2.666782], [0.289058, 1.695253, 1.533566], [0.672314, -2.140262, 0.593724], [-1.898615, -1.806995, 1.338501], [0.687354, 0.802235, -1.852907], [3.006907, -0.198990, -1.079813], [-3.520745, -1.328911, -1.832947], [2.614578, -0.788949, 1.383897], [-4.266739, -0.602857, -0.385459], [0.018399, -0.303635, -0.739665], [-3.413615, 0.402894, -1.601603], [-0.934898, 1.293870, -1.317222], [1.667801, 2.798888, 1.756006], [0.365347, -0.940816, 1.832574]],
  "atomic_forces_ev_per_a": [[-0.16, 0.12, 0.10], [-0.16, -0.13, 0.12], [-0.92, 0.57, -1.54], [0.00, -0.17, -0.11], [1.05, -0.87, 0.90], [-0.06, -0.07, -0.07], [1.30, -0.53, 0.93], [0.01, 0.06, -0.06], [0.09, 0.14, -0.19], [-0.07, -0.62, 1.42], [0.13, 0.01, -0.02], [-0.02, -0.02, -0.02], [-0.01, -0.04, 0.01], [-0.10, 0.03, -0.18], [0.24, 0.20, -0.08], [-0.06, 0.27, -0.43], [-0.04, 0.00, 0.09], [-0.03, 0.00, 0.04], [-0.09, 0.01, -0.06], [0.08, 0.00, -0.07], [-1.01, 1.00, -0.93], [-0.06, -0.02, 0.04], [0.05, -0.05, 0.15], [0.01, -0.03, -0.01], [-0.19, 0.15, -0.02]]
}

***

{
  "formula": "C2H4Cl2N2O",
  "method": "ωB97M-V/def2-TZVPD",
  "relative_energy_kcal_mol": 83.7,
  "total_charge": 0,
  "e_lumo_ev": 0.1,
  "e_tot_ha": -1183.60935,
  "largest_force_ev_per_a": 7.0,
  "smiles": "[H]/N=C(/NO)C(Cl)Cl",
  "elements": ["Cl", "Cl", "O", "N", "N", "C", "C", "H", "H", "H", "H"],
  "positions_angstrom": [[2.390870, -0.642533, -0.293505], [1.019979, 1.724961, 0.740424], [0.127619, -1.091907, 1.549060], [-1.727165, 0.503592, -0.708139], [-0.426627, -1.220253, 0.269744], [1.084521, 0.450823, -0.565777], [-0.472175, -0.064332, -0.356203], [-1.722152, 1.199187, -1.433461], [-0.305808, -0.202316, 1.917835], [-1.337163, -1.545202, 0.411250], [1.368098, 0.887985, -1.531233]],
  "atomic_forces_ev_per_a": [[0.17, -0.74, 0.18], [0.67, 0.33, -0.45], [-0.63, 2.46, 1.77], [5.59, -3.74, 1.95], [-0.29, -1.37, 1.27], [-2.27, 1.23, 0.36], [-2.61, 4.54, -4.57], [0.74, 0.60, -0.18], [1.40, -2.66, -0.74], [-1.82, -0.97, -0.01], [-0.94, 0.32, 0.41]]
}

***

{
  "formula": "C9H12N3",
  "method": "ωB97M-V/def2-TZVPD",
  "relative_energy_kcal_mol": 102.1,
  "total_charge": 1,
  "e_lumo_ev": [-4.8, -4.8],
  "e_tot_ha": -514.01342,
  "largest_force_ev_per_a": 4.5,
  "smiles": "C=C1C=CC=C/C1=N/C=N/[NH2+]C",
  "elements": ["N", "N", "N", "C", "C", "C", "C", "C", "C", "C", "C", "C", "H", "H", "H", "H", "H", "H", "H", "H", "H", "H", "H", "H"],
  "positions_angstrom": [[-0.470800, 0.847046, -1.322895], [1.428782, -0.228089, -0.857641], [2.537699, -1.044790, -1.419399], [2.588364, -2.403601, -0.860650], [-1.830081, 0.484657, 2.057745], [0.484659, 0.093099, -1.683855], [-1.538091, 2.430622, 0.007267], [-2.339558, 1.676506, 2.197583], [-2.170637, 2.691079, 1.180331], [-1.150552, 0.082363, 0.822071], [-0.630518, -1.130144, 0.676334], [-1.021159, 1.116097, -0.210741], [-0.263505, -1.514138, -0.266494], [-0.788336, -1.857786, 1.369993], [3.148979, -3.071415, -1.415614], [2.151553, -1.031763, -2.449098], [-1.412457, 3.240818, -0.777239], [-2.774257, 1.860098, 3.172129], [-2.010412, -0.153722, 2.973812], [3.377240, -0.496771, -1.167569], [-2.647361, 3.616433, 1.473472], [3.106687, -2.213176, 0.081402], [0.612527, -0.246453, -2.798253], [1.611232, -2.746970, -0.782692]],
  "atomic_forces_ev_per_a": [[-0.79, 1.31, -2.05], [1.87, -0.49, 1.34], [-3.03, 1.74, -2.79], [0.94, 2.10, 1.73], [0.32, -2.48, 1.05], [2.56, -1.85, -2.29], [-0.36, 1.61, -0.21], [-0.16, 1.54, 0.40], [-0.50, -0.38, 0.44], [-0.40, 0.56, 1.31], [-0.76, 0.41, -2.24], [-0.55, 0.14, 0.91], [-0.03, 0.29, 0.39], [-0.22, -1.73, 2.30], [1.29, -1.01, -1.49], [2.40, -0.25, 1.56], [-0.12, -1.38, 1.02], [-0.31, 0.65, -0.32], [0.71, 0.01, -1.63], [-0.29, -0.40, -1.07], [0.33, 0.45, -0.65], [-0.53, -0.76, 0.30], [-0.74, 0.57, 1.49], [-1.63, -0.64, 0.51]]
}

***

{
  "formula": "C4H9NO2",
  "method": "ωB97M-V/def2-TZVPD",
  "relative_energy_kcal_mol": 57.2,
  "total_charge": 0,
  "e_lumo_ev": 0.7,
  "e_tot_ha": -362.99430,
  "largest_force_ev_per_a": 3.1,
  "smiles": "C[C@H](C=O)NCO",
  "elements": ["O", "O", "N", "C", "C", "C", "C", "H", "H", "H", "H", "H", "H", "H", "H", "H"],
  "positions_angstrom": [[2.194289, -1.206681, 1.723005], [-1.609080, -1.871114, -1.432663], [0.293468, -0.767321, 0.281103], [-1.536411, -0.684597, -1.315472], [1.586713, -0.310666, 0.738181], [-0.970914, 1.474177, -0.084469], [-0.407667, 0.078812, -0.667101], [-1.089113, 1.275820, 1.004269], [0.323788, 0.422124, -1.525989], [-0.343193, 2.366447, -0.034815], [2.338298, -2.079060, 1.311437], [-2.368562, 0.033621, -1.661725], [2.322682, -0.279904, -0.072632], [1.459396, 0.677678, 1.212671], [-0.291201, -0.862292, 1.091990], [-1.902494, 1.732956, -0.567790]],
  "atomic_forces_ev_per_a": [[-1.04, 0.59, -0.70], [-0.06, 0.13, -0.01], [0.29, -0.27, -0.49], [-0.92, 0.88, -0.29], [0.85, -0.51, 0.66], [0.62, -1.50, 1.31], [1.79, 2.38, -0.87], [-0.69, 0.09, -0.56], [-1.23, -1.05, 1.34], [0.43, -0.36, -0.80], [-0.25, 0.62, 0.03], [0.65, -0.93, 0.02], [-0.54, 0.43, -0.31], [0.69, -0.32, 0.16], [-0.29, -0.28, 0.41], [-0.29, 0.10, 0.11]]
}

***

{
  "formula": "C20H26AsMoN5O3",
  "method": "ωB97M-V/def2-TZVPD",
  "relative_energy_kcal_mol": 155.9,
  "total_charge": 0,
  "e_lumo_ev": [-0.4, -0.4],
  "e_tot_ha": -3580.95353,
  "largest_force_ev_per_a": 7.4,
  "elements": ["Mo", "As", "O", "O", "O", "N", "N", "N", "N", "N", "C", "C", "C", "C", "C", "C", "C", "C", "C", "C", "C", "C", "C", "C", "C", "C", "C", "C", "C", "C", "H", "H", "H", "H", "H", "H", "H", "H", "H", "H", "H", "H", "H", "H", "H", "H", "H", "H", "H", "H", "H", "H", "H", "H", "H", "H"],
  "positions_angstrom": [[0.000000, 0.000000, 0.000000], [-1.185870, 1.624070, -2.435677], [-1.354691, 1.187585, -0.858878], [1.102797, 0.346067, -1.260907], [0.709579, 1.569859, 1.051464], [0.443926, -5.988091, 8.438643], [-0.739885, -1.636906, -1.096371], [-1.336535, -0.400427, 1.499805], [-1.663227, -2.210812, -0.159815], [1.411790, -1.219604, 0.868150], [0.407014, -5.314002, 7.495130], [0.469889, 0.741187, -3.024588], [1.037145, -3.255812, 6.314201], [-3.071471, -0.213748, 2.880810], [-2.531196, 0.161556, 1.677347], [-1.068325, 3.586879, -2.401359], [0.986808, -2.440080, 5.180365], [1.175237, 2.600071, 1.741482], [-2.138227, -1.055472, 3.465878], [2.459480, -2.798845, 2.115861], [3.302905, -2.554884, 1.112184], [0.194669, -1.975746, 2.842646], [-1.065167, -1.140901, 2.584032], [2.560900, -1.544606, 0.372330], [0.266986, -2.848005, 4.048156], [1.256896, -1.989963, 2.001529], [-0.363224, -4.888204, 5.203429], [-0.408428, -4.076515, 4.066598], [0.360795, -4.480593, 6.329050], [-2.805011, 0.941915, -3.319355], [0.658906, 0.986783, -4.089690], [-2.252957, -1.495198, 0.276144], [-2.231793, -1.538751, 4.429850], [0.363582, -0.357086, -2.911097], [-2.854503, -0.159991, -3.200581], [1.511483, -1.485722, 5.182338], [-4.027522, 0.087731, 3.286840], [-0.951826, 3.966652, -3.437034], [-3.701110, 1.405462, -2.857920], [-0.976140, -4.403503, 3.196535], [-1.201246, -1.302991, -1.975549], [-0.897372, -5.837061, 5.203092], [-2.300614, -2.888200, -0.587927], [2.643644, -3.516360, 2.900453], [-2.976305, 0.820016, 0.940119], [1.909305, 2.385572, 2.536663], [1.318939, 1.097864, -2.406179], [1.707222, 3.386192, 1.179091], [4.263112, -2.969861, 0.879139], [1.604241, -2.926814, 7.183598], [0.442344, 3.208001, 2.298736], [-1.994310, 4.004869, -1.955777], [-0.192617, 3.894014, -1.793581], [0.039544, -2.297154, -1.316495], [-2.770506, 1.196837, -4.398336], [2.991844, -1.113593, -0.542616]],
  "atomic_forces_ev_per_a": [[3.49, 3.32, 0.93], [0.78, 0.28, -0.88], [-2.15, 0.71, 0.41], [3.00, -3.00, 6.06], [-0.90, -0.95, -0.43], [-0.04, 0.77, -1.08], [-0.95, -0.75, -0.99], [0.29, 0.38, 0.96], [-1.04, -1.81, -0.86], [-0.06, -0.33, -0.22], [0.04, -0.83, 1.17], [-1.70, 1.47, -5.47], [0.02, 0.25, -0.30], [-0.79, -0.03, 0.52], [-1.13, 0.95, -0.38], [-0.12, 0.06, -0.63], [-0.13, -0.39, 0.09], [0.72, 1.70, 1.31], [0.09, -0.51, 0.92], [-0.17, -1.38, 1.93], [-1.44, 1.33, -0.58], [-2.06, 1.56, -0.95], [2.04, -2.37, 2.25], [2.67, -0.07, -1.94], [-0.43, 0.00, 0.36], [0.71, -0.81, 0.88], [-0.02, 0.18, -0.39], [0.12, 0.01, 0.46], [-0.01, 0.32, -0.41], [0.01, 0.42, -0.49], [-0.66, -0.07, -0.17], [0.56, -0.31, -0.49], [0.13, 0.01, -0.10], [0.00, 0.95, -0.71], [0.15, 0.70, 0.00], [-0.15, -0.21, -0.08], [0.11, -0.02, -0.06], [-0.07, -0.13, 0.60], [0.62, -0.27, -0.20], [0.14, 0.16, 0.17], [0.45, -0.75, 0.72], [0.17, 0.20, 0.09], [0.48, 0.11, -0.30], [-0.19, 0.01, 0.18], [0.30, -0.07, 0.01], [0.16, -0.62, 0.07], [-0.51, 0.79, -1.80], [0.05, -0.12, -0.70], [0.12, -0.03, -0.01], [-0.17, -0.15, -0.16], [-0.61, -0.21, -0.08], [0.55, -0.41, -0.24], [-0.53, -0.48, -0.31], [-1.06, 0.50, 0.29], [-0.11, -0.21, 0.58], [-0.76, 0.15, 0.44]]
}